Below is 11 unconnected molecules or ions with the total composition C33H69N3O11 at a distorted geometry, with properties calculated with wB97M-V/def2-TZVPD.

CARTESIAN COORDINATES (ANGSTROEM)
O 2.6160 -3.1486 -2.8299
O 4.0531 0.2658 1.0243
O -2.5862 2.4612 -4.2809
O -5.1901 -4.7450 -0.7714
O 1.2320 2.5465 -3.2369
O -1.5720 -1.6462 -3.0944
O -0.8686 2.0781 0.6312
O -0.4651 -3.5066 1.8744
O 2.4702 4.0279 2.8011
O -4.9806 1.6610 2.2353
O 0.4100 -0.0997 4.9605
N 5.8367 -0.1887 2.3352
N -2.6347 -4.0622 1.9352
N 0.7612 4.2794 1.2135
C -2.6005 3.7706 -2.3644
C -0.2090 -0.2549 -4.4166
C -4.6809 -2.4070 -0.9351
C -0.2675 1.0436 0.4355
C -3.8722 2.1188 2.4151
C -3.8364 -4.1977 -2.6168
C -4.6387 -3.8826 -1.3615
C 5.7704 -1.5995 2.1489
C -0.6548 -2.7857 -4.9982
C 1.1736 0.9615 0.1396
C 5.1216 2.1053 2.0728
C 0.8058 4.0154 -5.0808
C 2.6442 -3.5035 -1.6601
C 1.5873 2.9689 -4.3034
C 1.6102 -2.0765 4.3280
C -3.5552 3.5407 2.0312
C -2.4481 1.2474 -2.2603
C -1.0047 -0.3012 0.3705
C -0.8727 -1.5833 -4.0816
C 1.2839 4.0098 2.5485
C 4.9636 0.6460 1.7845
C 3.3060 -2.7525 -0.5742
C -1.7239 -2.4067 3.5468
C -2.5526 2.4716 -3.0680
C 2.8004 2.3887 -5.0909
C -1.5507 -3.3532 2.4152
C -4.0728 -4.0507 2.3189
C 2.0392 -4.8353 -1.1681
C 2.2704 0.2508 3.5417
C -2.8156 1.2164 3.0775
C 1.3028 -0.6104 4.3370
C 1.5866 4.5102 0.0181
C 0.1752 3.6941 3.5332
H -0.5695 -2.4662 -6.0093
H 6.5007 0.1588 3.0338
H 1.8921 -5.5135 -2.0310
H -0.1546 4.5814 4.0268
H -5.7246 -2.1772 -0.6448
H -2.6003 1.4316 -1.1749
H 0.4703 2.9567 4.3123
H 3.8551 -1.8784 -0.9953
H 0.4210 -0.2700 -5.2972
H 0.2447 -3.2567 -4.6012
H 5.3302 2.5258 1.1087
H -4.6430 -4.6087 1.5523
H 2.6688 -5.2431 -0.3677
H -1.5015 -3.4087 -4.7916
H -1.5623 4.1022 -2.1147
H 6.7922 -1.9623 1.9847
H -2.7602 -2.2236 3.8026
H 2.6635 -2.1924 4.2789
H -0.9912 0.4570 -4.5731
H -0.1423 3.8920 0.9064
H 5.8101 2.3886 2.8421
H 3.2594 0.0779 3.9556
H 1.0128 5.1950 -0.6299
H -0.6810 3.2493 3.0194
H -4.3676 -2.9784 2.3321
H 4.0792 -3.3440 -0.1584
H 1.2643 -2.5373 5.2528
H 3.4584 1.7535 -4.5039
H -0.5665 -1.0409 1.0761
H -3.2087 0.5501 -2.5665
H -0.1565 4.2100 -4.5774
H 1.1932 -2.5295 3.4657
H -2.0451 -0.2062 0.6462
H 5.1465 -1.9244 1.2985
H -1.4523 0.7602 -2.3388
H -4.2592 -3.7118 -3.5000
H 1.4279 1.4545 -0.8130
H 2.0513 1.3119 3.6472
H -2.5704 1.4974 4.0690
H 1.7619 1.4692 0.9208
H 1.8521 3.5715 -0.5260
H 4.0990 2.5319 2.2583
H -3.3534 0.2361 3.0967
H 2.4784 5.0441 0.3847
H 0.4031 0.0146 -3.5601
H -4.2071 -4.5491 3.3159
H 1.3732 4.9322 -5.2385
H -1.2031 -2.7619 4.4118
H 1.0093 -4.5772 -0.7544
H -1.2787 -1.5120 3.2126
H -4.3390 -1.6824 -1.7469
H -0.8648 -0.6975 -0.6622
H 2.4122 1.6615 -5.8071
H -3.8752 -5.2835 -2.7104
H -2.5680 3.9884 2.3009
H 2.2881 0.0596 2.4762
H -4.2991 4.1941 2.4473
H -2.8005 -3.9523 -2.5130
H 5.3069 -2.0217 3.0809
H -3.0414 4.5041 -3.0300
H -3.9544 -2.4390 -0.1142
H -3.0690 3.7270 -1.3642
H -1.9654 1.1281 2.4646
H 2.6205 -2.3798 0.1874
H 1.5206 -0.0664 0.0786
H -2.3671 -4.7708 1.2728
H 0.6496 3.5658 -6.0534
H 3.3185 3.1703 -5.5923
H -3.6589 3.5327 0.9608

Atomic forces in eV per Å
O -0.1 -0.3 1.1
O 1.2 0.1 0.7
O 0.0 -0.4 -0.2
O -1.1 -1.5 1.5
O 0.0 -0.1 0.5
O 0.0 -0.4 0.1
O -0.3 0.1 0.0
O 0.4 0.0 0.1
O -0.2 0.2 0.0
O 0.2 0.4 -0.3
O -0.7 -0.1 0.4
N 0.9 0.3 0.6
N -0.1 0.0 0.3
N 0.4 -0.5 1.2
C 0.7 1.0 1.2
C 0.4 -1.0 0.1
C -0.1 -0.2 -1.0
C -1.0 -1.2 -0.5
C 0.4 -0.6 1.2
C -0.6 -1.0 0.3
C 1.2 2.3 -2.3
C -0.3 -1.3 0.7
C -0.2 1.0 1.9
C 1.2 0.4 0.0
C -2.0 0.1 -0.3
C -0.2 -0.4 0.7
C -0.5 -1.1 -0.9
C 0.8 -0.2 -1.1
C -0.3 0.5 1.3
C 0.9 0.3 0.2
C 0.5 -0.7 1.7
C 0.8 -0.1 0.2
C 0.2 0.4 -0.6
C -1.3 -0.1 -3.0
C -1.6 0.5 -1.0
C 0.7 2.4 -0.9
C -1.0 -0.5 -0.2
C 0.2 0.5 -0.5
C -1.2 -0.8 1.0
C -1.0 -1.1 -0.8
C 1.0 0.3 0.5
C -1.1 0.9 -0.6
C -0.4 0.3 0.3
C -2.6 -1.0 -0.9
C 0.8 0.7 -0.6
C 0.3 0.3 1.0
C 0.2 -1.3 0.1
H 0.2 -0.1 -0.8
H -0.6 -0.1 -0.7
H 0.2 0.2 0.6
H -0.2 0.7 0.3
H 0.8 0.0 0.3
H 0.1 0.1 -0.7
H 0.2 0.6 -0.6
H -0.7 -0.4 0.2
H 0.1 -0.2 -0.2
H 0.2 -0.2 -0.4
H 0.7 0.5 -0.4
H 0.3 0.5 0.4
H -0.4 -0.1 -0.3
H -0.4 -0.7 -0.3
H -0.5 -0.3 -0.4
H -0.3 -0.3 0.2
H -0.2 0.0 0.1
H 1.1 -0.2 -0.1
H -0.5 0.7 0.0
H 0.7 0.1 1.2
H 0.5 0.1 0.3
H 0.3 -0.1 -0.1
H 0.4 -0.4 0.1
H 0.1 0.2 -0.1
H -0.3 -0.9 0.2
H 0.5 -0.9 0.8
H -0.2 -0.1 -0.2
H 0.1 0.4 0.5
H 0.1 0.4 -0.5
H -0.1 -0.5 -0.3
H 0.5 0.0 -0.3
H -0.6 -0.6 -0.9
H -0.4 0.1 -0.3
H 0.3 0.7 0.4
H -0.7 0.4 -0.3
H 0.1 0.1 0.1
H -0.3 -0.1 0.2
H -0.2 0.0 0.2
H 0.3 0.5 0.9
H -0.2 -0.1 -0.3
H -0.1 0.8 0.4
H 0.9 -0.4 0.3
H 0.7 0.6 0.2
H -0.1 -0.3 -0.5
H 0.0 0.3 0.1
H -0.1 0.6 -0.8
H 0.1 0.0 0.1
H 0.3 -0.2 0.5
H 1.2 -0.4 -0.3
H 0.5 1.3 0.0
H -0.3 -1.1 1.1
H -0.3 0.1 0.7
H -0.3 0.3 -0.4
H -0.1 0.0 -0.3
H -0.6 -0.9 -0.2
H 0.1 -0.5 -0.1
H -0.6 0.2 0.1
H 0.6 0.7 0.1
H 0.6 -0.2 -0.8
H -0.1 0.2 0.2
H -0.3 0.7 0.2
H -0.2 0.0 -0.6
H 1.2 0.1 -0.5
H 0.0 -0.3 0.1
H 0.0 0.0 0.0
H 0.1 0.0 -0.2
H -0.3 0.1 -0.4
H 0.5 0.5 -0.5
H 0.0 0.4 -0.6

Results
SMILES string = CNC(C)=O.CNC(C)=O.CNC(C)=O.CC(C)=O.CC(C)=O.CC(C)=O.CC(C)=O.CC(C)=O.CC(C)=O.CC(C)=O.CC(C)=O
HOMO-LUMO gap = 9.6 eV
Net charge = 0
Highest occupied orbital energy = -9.035 eV
Relative energy (zero: lowest compared OMol25 entry of this formula, charge and spin) = 0.0 kcal per mole
Maximum force = 3.462 eV/A

Here are the Mulliken charges for atoms 1 to 99, given in e: atom 1 (O): -0.608, atom 2 (O): -0.527, atom 3 (O): -0.641, atom 4 (O): -0.567, atom 5 (O): -0.404, atom 6 (O): -0.258, atom 7 (O): -0.246, atom 8 (O): -0.634, atom 9 (O): -0.665, atom 10 (O): -0.621, atom 11 (O): -0.601, atom 12 (N): -0.143, atom 13 (N): -0.144, atom 14 (N): 0.123, atom 15 (C): -0.825, atom 16 (C): -0.640, atom 17 (C): 0.103, atom 18 (C): 1.336, atom 19 (C): 0.559, atom 20 (C): -0.845, atom 21 (C): 0.510, atom 22 (C): -0.529, atom 23 (C): -1.360, atom 24 (C): 0.281, atom 25 (C): -0.934, atom 26 (C): -1.068, atom 27 (C): 0.603, atom 28 (C): 0.736, atom 29 (C): -1.261, atom 30 (C): -0.524, atom 31 (C): 0.878, atom 32 (C): -1.099, atom 33 (C): 0.665, atom 34 (C): 0.463, atom 35 (C): 0.621, atom 36 (C): -1.059, atom 37 (C): -0.464, atom 38 (C): 0.606, atom 39 (C): -1.330, atom 40 (C): 0.523, atom 41 (C): -0.938, atom 42 (C): -0.985, atom 43 (C): -0.150, atom 44 (C): -0.077, atom 45 (C): 0.756, atom 46 (C): -0.824, atom 47 (C): -0.305, atom 48 (H): 0.435, atom 49 (H): 0.247, atom 50 (H): 0.335, atom 51 (H): 0.382, atom 52 (H): 0.376, atom 53 (H): -0.378, atom 54 (H): 0.333, atom 55 (H): 0.369, atom 56 (H): 0.428, atom 57 (H): 0.250, atom 58 (H): 0.295, atom 59 (H): 0.304, atom 60 (H): 0.363, atom 61 (H): 0.245, atom 62 (H): 0.054, atom 63 (H): 0.357, atom 64 (H): 0.493, atom 65 (H): 0.460, atom 66 (H): 0.229, atom 67 (H): 0.101, atom 68 (H): 0.435, atom 69 (H): 0.569, atom 70 (H): 0.339, atom 71 (H): -0.437, atom 72 (H): 0.309, atom 73 (H): 0.576, atom 74 (H): 0.344, atom 75 (H): 0.328, atom 76 (H): 0.168, atom 77 (H): 0.320, atom 78 (H): 0.172, atom 79 (H): 0.109, atom 80 (H): 0.255, atom 81 (H): -0.040, atom 82 (H): -0.613, atom 83 (H): 0.325, atom 84 (H): -0.408, atom 85 (H): -0.025, atom 86 (H): 0.652, atom 87 (H): -0.412, atom 88 (H): 0.135, atom 89 (H): 0.111, atom 90 (H): 0.142, atom 91 (H): 0.377, atom 92 (H): 0.033, atom 93 (H): 0.307, atom 94 (H): 0.403, atom 95 (H): 0.239, atom 96 (H): 0.151, atom 97 (H): -0.200, atom 98 (H): -0.038, atom 99 (H): 0.086